(1)
Entry from the Open Molecules 2025 dataset: C42H56BaClN6O2S2 as an isolated structure in a non-equilibrium geometry (ωB97M-V with the def2-TZVPD basis set).

Geometry as XYZ:
```
110
Properties=species:S:1:pos:R:3
Ba 1.81 0.74 0.83
C 1.88 4.01 -0.70
C 1.60 3.21 -1.84
C 0.49 2.40 -1.53
C 0.07 2.69 -0.20
C 0.93 3.72 0.28
C 0.84 4.37 1.64
C -1.34 2.45 0.28
C -0.23 1.50 -2.50
C 2.27 3.25 -3.18
C 3.01 4.99 -0.54
H 0.85 5.46 1.56
H 1.68 4.11 2.30
H -0.07 4.10 2.16
H -1.72 1.47 0.00
H -2.04 3.18 -0.14
H -1.43 2.52 1.37
H -0.96 2.04 -3.10
H -0.79 0.72 -1.98
H 0.46 1.02 -3.20
H 1.62 3.68 -3.94
H 2.57 2.26 -3.53
H 3.17 3.88 -3.17
H 2.64 5.97 -0.23
H 3.56 5.13 -1.46
H 3.73 4.67 0.23
O 3.50 -1.30 2.27
C 3.84 -2.58 1.70
C 5.06 -2.48 0.80
C 4.86 -1.50 -0.35
C 3.76 -1.93 -1.29
C 3.90 -3.07 -2.07
C 2.87 -3.45 -2.92
C 1.72 -2.67 -2.96
C 1.67 -1.55 -2.16
N 2.65 -1.18 -1.33
H 4.25 -0.98 2.79
H 2.96 -2.88 1.14
H 4.00 -3.31 2.49
H 5.28 -3.48 0.43
H 5.93 -2.17 1.39
H 5.79 -1.39 -0.91
H 4.61 -0.52 0.05
H 4.81 -3.65 -2.03
H 2.96 -4.33 -3.54
H 0.90 -2.91 -3.61
H 0.80 -0.90 -2.18
C 4.88 1.97 -1.64
C 5.20 2.40 -0.25
N 4.56 2.00 0.81
C 5.09 2.56 1.96
C 6.13 3.40 1.75
S 6.48 3.49 0.08
C 4.50 2.21 3.25
C 5.04 2.43 4.48
S 3.98 1.86 5.69
C 2.88 1.35 4.49
N 3.27 1.59 3.27
C 1.59 0.66 4.83
H 4.04 1.28 -1.63
H 5.73 1.49 -2.11
H 4.59 2.83 -2.25
H 6.69 3.96 2.47
H 5.99 2.88 4.72
H 1.41 0.64 5.90
H 1.62 -0.37 4.47
H 0.75 1.18 4.36
C -4.55 0.30 -0.62
C -5.04 -0.19 0.74
C -6.50 0.26 0.91
C -4.22 0.52 1.83
C -4.96 -1.75 0.89
O -5.07 -2.12 2.26
C -6.10 -2.53 0.17
C -6.33 -2.49 -1.35
C -5.23 -3.08 -2.19
C -4.85 -4.42 -2.03
C -3.82 -4.97 -2.76
C -3.15 -4.19 -3.69
Cl -1.86 -4.88 -4.63
C -3.52 -2.87 -3.90
C -4.56 -2.33 -3.15
C -3.63 -2.40 0.45
N -2.41 -1.89 1.05
C -1.41 -1.26 0.44
N -0.45 -0.96 1.30
C -0.94 -1.48 2.47
N -2.11 -2.05 2.36
H -4.64 1.39 -0.66
H -5.13 -0.10 -1.45
H -3.50 0.07 -0.80
H -6.54 1.34 0.92
H -6.94 -0.09 1.85
H -7.14 -0.08 0.09
H -4.45 1.59 1.78
H -3.15 0.42 1.68
H -4.47 0.16 2.82
H -5.93 -1.84 2.59
H -7.03 -2.21 0.65
H -5.97 -3.57 0.48
H -6.57 -1.49 -1.69
H -7.24 -3.08 -1.52
H -5.37 -5.03 -1.31
H -3.54 -6.01 -2.63
H -3.01 -2.28 -4.65
H -4.85 -1.30 -3.32
H -3.50 -2.29 -0.63
H -3.69 -3.46 0.68
H -1.42 -1.03 -0.61
H -0.41 -1.44 3.41
```

Energy relative to the best compared isomer or geometry (same formula, charge and spin) = 18.4 kcal/mol
Net charge = +1
HOMO level = -8.57 eV
DFT total energy = -3395.05020 Ha
Orbital gap = 6.5931 eV



(2)
Entry from the Open Molecules 2025 dataset: a 10-piece molecular cluster, C42H56F16O18 overall in a non-equilibrium geometry (ωB97M-V with the def2-TZVPD basis set).

Geometry as XYZ:
```
132
Properties=species:S:1:pos:R:3
F -1.51 11.78 -12.90
C -2.27 12.85 -12.49
F -1.62 13.44 -11.47
C -2.72 13.81 -13.63
F -1.63 14.45 -14.07
F -3.47 14.73 -12.93
C -3.50 13.09 -14.84
O -4.21 11.89 -14.54
C -5.63 11.75 -14.93
F -6.32 12.76 -14.47
F -5.60 11.93 -16.27
C -6.17 10.37 -14.35
F -6.28 10.33 -13.03
F -7.34 9.96 -14.88
H -3.18 12.37 -12.15
H -2.82 12.87 -15.66
H -4.16 13.84 -15.30
H -5.39 9.66 -14.63
F -10.43 15.09 -17.78
C -10.88 15.22 -16.50
F -9.90 15.88 -15.88
C -12.15 16.12 -16.50
F -13.07 15.75 -17.37
F -11.75 17.32 -16.92
C -12.61 16.23 -15.09
O -13.96 16.64 -14.99
C -14.87 15.62 -14.61
F -16.00 15.87 -15.34
F -14.51 14.41 -15.01
C -15.13 15.66 -13.04
F -15.66 16.79 -12.63
F -15.95 14.71 -12.60
H -10.88 14.23 -16.03
H -12.02 17.02 -14.62
H -12.35 15.40 -14.44
H -14.18 15.65 -12.50
O -21.99 11.96 -9.71
C -22.16 13.15 -9.91
C -21.68 13.96 -11.10
C -21.37 15.29 -10.44
C -22.49 15.35 -9.42
O -22.68 14.02 -9.03
H -20.78 13.43 -11.39
H -22.47 14.06 -11.85
H -20.42 15.14 -9.93
H -21.15 16.09 -11.15
H -22.25 15.99 -8.57
H -23.41 15.67 -9.92
O -13.87 14.04 -8.27
C -14.69 13.22 -7.82
C -14.35 11.89 -7.14
C -15.68 11.73 -6.40
C -16.85 12.48 -7.15
O -16.06 13.44 -7.88
H -14.32 11.11 -7.89
H -13.41 12.00 -6.60
H -15.86 10.65 -6.39
H -15.64 11.97 -5.34
H -17.51 11.91 -7.80
H -17.40 12.95 -6.33
O -13.43 18.15 -23.61
C -12.83 17.13 -23.79
C -12.27 16.59 -25.12
C -11.28 15.61 -24.54
C -11.74 15.14 -23.14
O -12.53 16.32 -22.72
H -13.09 16.02 -25.55
H -11.92 17.42 -25.72
H -11.08 14.81 -25.26
H -10.32 16.12 -24.43
H -12.39 14.26 -23.14
H -10.82 15.03 -22.57
O -8.81 16.71 -11.62
C -9.08 15.69 -10.94
C -10.05 14.58 -11.32
C -9.72 13.43 -10.33
C -9.26 14.22 -9.15
O -8.59 15.36 -9.73
H -11.10 14.86 -11.35
H -9.86 14.23 -12.33
H -10.60 12.80 -10.19
H -8.92 12.79 -10.70
H -9.98 14.74 -8.52
H -8.61 13.66 -8.47
O -13.31 20.39 -12.26
C -13.19 20.23 -11.02
C -13.25 21.32 -9.94
C -13.16 20.56 -8.63
C -12.79 19.19 -9.03
O -13.01 19.03 -10.43
H -12.46 22.03 -10.18
H -14.16 21.90 -10.08
H -12.50 21.05 -7.91
H -14.10 20.56 -8.08
H -11.72 18.99 -8.94
H -13.41 18.43 -8.57
O -12.44 11.09 -13.88
C -13.17 10.31 -13.36
C -13.18 8.79 -13.54
C -14.03 8.47 -12.32
C -14.98 9.67 -12.12
O -14.13 10.75 -12.58
H -13.71 8.54 -14.46
H -12.19 8.34 -13.59
H -14.60 7.56 -12.46
H -13.47 8.49 -11.38
H -15.89 9.54 -12.70
H -15.38 9.77 -11.11
O -14.35 21.78 -19.61
C -15.33 21.43 -18.96
C -15.59 20.29 -18.11
C -17.12 20.15 -18.14
C -17.48 21.61 -18.35
O -16.41 22.17 -19.12
H -15.07 19.50 -18.66
H -15.31 20.34 -17.05
H -17.54 19.67 -19.03
H -17.45 19.71 -17.20
H -18.52 21.76 -18.67
H -17.44 22.16 -17.41
O -17.86 17.49 -5.03
C -17.96 18.35 -5.94
C -18.00 18.29 -7.47
C -18.10 19.75 -7.91
C -18.27 20.64 -6.63
O -18.15 19.68 -5.55
H -17.15 17.83 -7.97
H -18.94 17.77 -7.68
H -17.31 20.09 -8.58
H -18.88 19.98 -8.63
H -17.68 21.54 -6.49
H -19.28 21.05 -6.58
```

Energy relative to the best compared isomer or geometry (same formula, charge and spin) = 99.2 kcal/mol
Net charge = 0
HOMO level = -9.54 eV
DFT total energy = -4586.06164 Ha
Orbital gap = 9.4907 eV
Structure (SMILES) = FC(F)C(F)(F)COC(F)(F)C(F)F.FC(F)C(F)(F)COC(F)(F)C(F)F.O=C1CCCO1.O=C1CCCO1.O=C1CCCO1.O=C1CCCO1.O=C1CCCO1.O=C1CCCO1.O=C1CCCO1.O=C1CCCO1